DFT (ωB97M-V/def2-TZVPD) results for C17H25CaN4 as an isolated structure.

Atoms and positions in Å:
Ca  0.270  -0.218  -0.543
N  -1.809  -0.837  0.617
C  -1.643  -1.923  1.579
C  -0.238  -1.852  2.174
N  0.743  -2.018  1.100
H  -2.073  0.021  1.100
H  -2.574  -1.040  -0.021
H  -1.752  -2.878  1.054
H  -2.386  -1.894  2.386
H  -0.129  -2.625  2.947
H  -0.083  -0.868  2.638
H  0.662  -2.968  0.739
H  1.674  -1.928  1.500
C  3.611  -0.430  2.462
C  3.127  0.861  1.795
C  3.916  1.119  0.534
C  5.299  1.242  0.616
C  6.063  1.447  -0.517
C  5.453  1.480  -1.758
C  4.076  1.364  -1.880
C  3.477  1.271  -3.261
C  3.332  -0.202  -3.656
C  3.301  1.220  -0.717
N  1.892  1.230  -0.817
C  1.349  2.318  -1.280
C  -0.020  2.441  -1.539
C  -0.711  3.540  -2.088
C  -2.027  3.141  -2.228
C  -2.092  1.830  -1.751
N  -0.898  1.401  -1.334
H  2.953  -0.716  3.282
H  4.608  -0.297  2.871
H  3.665  -1.239  1.731
H  3.262  1.694  2.491
H  2.051  0.787  1.568
H  5.776  1.205  1.582
H  7.129  1.581  -0.435
H  6.045  1.612  -2.650
H  4.144  1.760  -3.973
H  2.499  1.751  -3.323
H  4.293  -0.706  -3.575
H  2.980  -0.287  -4.681
H  2.613  -0.712  -2.997
H  1.977  3.191  -1.483
H  -0.280  4.487  -2.344
H  -2.838  3.711  -2.636
H  -2.964  1.195  -1.703

Forces on atoms 1 to 2 (eV/Å):
0.03 -1.93 0.31
-0.39 0.22 -0.14

Results
- E_HOMO (Ha) = -0.3898
- total charge = +1
- molar mass (u) = 325.49
- gap between HOMO and LUMO (hartree) = 0.2732

Löwdin population analysis, charges in e, atoms 1 to 4:
1. Ca 1.47
2. N -0.09
3. C -0.25
4. C -0.26